Model one:
The following is a quantum chemistry calculation of C3Li2O3Sm as an isolated structure, from the OMol25 dataset.

Values from the calculation:
* gap between HOMO and LUMO (alpha / beta): 5.37 / 5.56 eV
* ⟨S²⟩: 12.01

The geometry in ORCA input format:
```
! wB97M-V def2-TZVPD RIJCOSX def2/J DEFGRID3
* xyz 2 7
O 0.70557 2.36528 1.05540
C 1.00816 1.62068 0.15461
O 1.14208 1.61126 -1.04602
Li 0.57027 -0.05049 -1.93663
Li -0.29697 1.19829 2.46800
C 0.33011 -0.14368 0.80753
C -0.28393 -1.07669 0.27741
O -0.80895 -1.75793 -0.66474
Sm -2.36633 -3.76672 -1.11555
*
```

Model two:
The following is a quantum chemistry calculation of C3Li2O3Sm as an isolated structure, from the OMol25 dataset.

Values from the calculation:
* gap between HOMO and LUMO (alpha / beta): 4.97 / 5.18 eV
* ⟨S²⟩: 12.01

The geometry in ORCA input format:
```
! wB97M-V def2-TZVPD RIJCOSX def2/J DEFGRID3
* xyz 2 7
O -1.01210 -0.35379 3.36012
C -1.18109 0.24854 2.37860
O -1.60714 0.70458 1.39048
Li -0.53168 0.83609 -0.36340
Li 1.00632 -1.42250 3.27591
C 1.27683 -0.64726 1.43238
C 1.21213 -0.56774 0.19742
O 0.95828 -0.30440 -1.05182
Sm 1.78402 -1.01378 -3.35810
*
```

Calculated relative energies: model one 0.904; model two 0.000, given in eV

Model one:
The following is a quantum chemistry calculation of a 9-piece molecular cluster, H18O9 overall, from the OMol25 dataset.

Values from the calculation:
* gap between HOMO and LUMO: 10.83 eV

The geometry in ORCA input format:
```
! wB97M-V def2-TZVPD RIJCOSX def2/J DEFGRID3
* xyz 0 1
O -2.19959 1.13217 0.61891
H -3.04484 0.95084 0.22788
H -1.68952 1.49925 -0.09831
O -2.21963 -0.41552 -2.03019
H -1.30247 -0.22909 -1.72881
H -2.47954 0.42475 -2.37746
O 1.25431 -3.13856 -0.96641
H 0.99907 -2.59833 -0.25693
H 0.50649 -3.74027 -1.03703
O 1.43461 -1.17453 1.78976
H 1.85497 -2.04568 1.92509
H 0.92417 -0.92561 2.58179
O 3.46881 0.59046 1.84282
H 4.21199 0.19523 2.27090
H 2.77645 -0.10362 1.80491
O 0.70442 0.74364 -2.76045
H 0.09108 0.85165 -3.53342
H 0.82106 -0.20054 -2.85158
O -0.82644 2.30019 -1.46437
H -1.15417 2.95501 -2.07327
H -0.18726 1.75199 -1.94877
O -0.22802 -0.44566 -0.15413
H -1.10810 -0.30759 0.31908
H 0.37051 -0.71333 0.51698
O -0.65409 0.94804 3.07602
H -1.01771 0.64398 3.88828
H -1.30658 1.05110 2.41870
*
```

Model two:
The following is a quantum chemistry calculation of a 9-piece molecular cluster, H18O9 overall, from the OMol25 dataset.

Values from the calculation:
* gap between HOMO and LUMO: 9.84 eV

The geometry in ORCA input format:
```
! wB97M-V def2-TZVPD RIJCOSX def2/J DEFGRID3
* xyz 0 1
O -0.43754 -0.75032 -0.84733
H 0.04732 -1.55087 -0.61707
H 0.10753 -0.03697 -0.49659
O -2.30013 0.88404 -2.65991
H -3.25434 1.01737 -2.63346
H -1.95665 1.71554 -3.00578
O 1.54640 -2.24541 0.05972
H 1.68744 -3.11449 0.45190
H 1.86212 -2.34268 -0.84573
O -2.32699 -1.24901 2.88893
H -3.27842 -1.40092 2.86282
H -1.97565 -2.03581 3.32079
O -1.22893 0.49937 1.36041
H -0.30769 0.22061 1.41143
H -1.47674 0.65918 2.27804
O 4.36997 0.87831 -1.44244
H 4.80193 1.73621 -1.52255
H 4.91177 0.40170 -0.80347
O 4.24335 1.38933 1.61533
H 3.84390 0.51238 1.63474
H 5.15908 1.23569 1.87382
O -1.14781 -2.68547 -1.37877
H -1.78397 -3.33878 -1.69096
H -1.67377 -1.88774 -1.25235
O -2.81595 3.39621 0.12256
H -3.60393 3.90992 0.33273
H -2.32895 3.36320 0.95367
*
```

Calculated relative energies: model one 0.000; model two 1.809, given in eV

Model one:
The following is a quantum chemistry calculation of a 9-piece molecular cluster, H18O9 overall, from the OMol25 dataset.

Values from the calculation:
* gap between HOMO and LUMO: 9.96 eV

The geometry in ORCA input format:
```
! wB97M-V def2-TZVPD RIJCOSX def2/J DEFGRID3
* xyz 0 1
O -11.32751 8.05371 -17.79821
H -10.47830 7.59782 -17.67915
H -11.67407 8.15075 -16.89750
O -13.75860 9.33690 -14.40115
H -12.82732 9.10921 -14.51107
H -13.97631 9.06292 -13.50631
O -10.99700 8.59054 -15.09618
H -10.45460 7.83061 -14.86383
H -10.46906 9.35240 -14.82749
O -12.27638 4.89931 -19.22607
H -12.60070 5.79782 -19.14462
H -12.03231 4.64917 -18.33103
O -11.56688 7.44448 -20.62644
H -11.09473 7.80224 -19.86894
H -12.46261 7.31689 -20.31082
O -14.99710 9.60710 -17.59352
H -14.69883 9.16235 -18.39111
H -14.27485 9.49876 -16.96677
O -7.92889 8.49611 -15.25451
H -8.15772 7.87215 -15.96403
H -6.96952 8.47590 -15.20056
O -11.97377 10.87544 -18.07078
H -11.71538 9.97680 -17.82230
H -11.91994 10.88223 -19.03021
O -9.00879 6.68914 -17.01840
H -8.48716 6.39189 -17.77489
H -9.45325 5.89383 -16.70199
*
```

Model two:
The following is a quantum chemistry calculation of a 9-piece molecular cluster, H18O9 overall, from the OMol25 dataset.

Values from the calculation:
* gap between HOMO and LUMO: 9.47 eV

The geometry in ORCA input format:
```
! wB97M-V def2-TZVPD RIJCOSX def2/J DEFGRID3
* xyz 0 1
O 0.14464 -0.65342 1.21680
H -0.54781 -0.50685 0.54590
H 0.55225 0.26233 1.20201
O 2.62599 3.43294 3.15911
H 2.40663 4.14191 2.48783
H 1.99143 3.60094 3.87067
O 0.48536 -0.63140 -3.42766
H 0.14930 -1.60051 -3.42269
H 1.22610 -0.82536 -2.88209
O 3.31795 3.14695 0.01994
H 3.82840 3.29520 0.89526
H 2.35549 3.02624 0.14693
O -1.58128 -2.44244 3.28104
H -2.57694 -2.50258 3.56013
H -1.35565 -1.68080 3.84331
O -4.81870 0.62386 -2.09318
H -3.98819 0.89381 -1.66218
H -5.13396 0.00918 -1.34294
O -3.26411 -0.67921 -0.29434
H -3.81014 -0.58884 0.54725
H -2.50895 -0.26128 -0.01495
O -0.38684 -0.69721 -1.51189
H -0.35030 -1.62482 -1.80133
H 0.44248 -0.44066 -1.24484
O 3.51675 -2.20880 -0.86761
H 3.77888 -1.46216 -0.27933
H 3.22300 -2.86587 -0.30674
*
```

Calculated relative energies: model one 0.000; model two 3.324, given in eV

Model one:
The following is a quantum chemistry calculation of a 9-piece molecular cluster, H18O9 overall, from the OMol25 dataset.

Values from the calculation:
* gap between HOMO and LUMO: 10.49 eV

The geometry in ORCA input format:
```
! wB97M-V def2-TZVPD RIJCOSX def2/J DEFGRID3
* xyz 0 1
O -1.42578 1.91745 -0.32481
H -2.38324 1.91792 -0.24295
H -1.24482 1.51469 -1.20208
O -1.38037 0.82666 -2.87182
H -1.35698 -0.02496 -2.37990
H -0.51409 0.89969 -3.33216
O 1.32765 2.23048 -1.92524
H 0.81879 2.55907 -1.19538
H 2.14598 2.74008 -1.90939
O -1.84027 -1.07964 -1.05133
H -1.45467 -0.70162 -0.25070
H -1.22729 -1.79997 -1.29016
O -1.34784 -2.63118 2.13001
H -1.65334 -1.71273 2.11585
H -0.75870 -2.63786 2.89008
O 0.25146 -3.02350 -0.25208
H -0.35555 -3.11472 0.51565
H 0.06169 -3.77965 -0.82813
O 1.92146 0.22156 2.68640
H 1.70266 -0.15215 1.80968
H 2.86810 0.36605 2.69032
O 1.16372 -0.37732 -0.23252
H 1.24869 -1.34019 -0.19831
H 2.04863 -0.05609 -0.49227
O 0.59756 2.76802 1.63673
H 0.88521 2.12739 2.32683
H -0.09867 2.34251 1.17768
*
```

Model two:
The following is a quantum chemistry calculation of a 9-piece molecular cluster, H18O9 overall, from the OMol25 dataset.

Values from the calculation:
* gap between HOMO and LUMO: 10.56 eV

The geometry in ORCA input format:
```
! wB97M-V def2-TZVPD RIJCOSX def2/J DEFGRID3
* xyz 0 1
O -0.92422 -1.64753 -2.54345
H -0.78239 -0.83151 -2.02449
H -1.31495 -2.23434 -1.90581
O -0.16711 0.23472 -0.74680
H 0.02110 -0.20028 0.15863
H -0.38440 1.22191 -0.63248
O 1.59089 -2.41391 -1.16474
H 0.72920 -2.22101 -1.60573
H 1.39681 -2.76445 -0.30578
O -0.79565 -2.95757 1.47806
H -0.56376 -3.83463 1.43793
H -1.18079 -2.69001 0.70804
O 0.76941 3.02901 1.75012
H 0.66460 3.22242 0.86285
H 0.28237 2.28519 2.08895
O 0.79715 0.83499 -3.53376
H 0.30298 0.91171 -2.62843
H 1.57715 0.39546 -3.19676
O 0.14391 2.99794 -0.93021
H -0.52486 3.59732 -1.06439
H 0.69034 3.58051 -1.51276
O -1.52622 0.85536 3.18274
H -1.24725 1.02574 4.11268
H -0.80867 0.46774 2.64202
O 0.31310 -0.63969 1.88480
H -0.23329 -1.56046 1.68386
H 1.17454 -0.66462 1.80493
*
```

Model three:
The following is a quantum chemistry calculation of a 9-piece molecular cluster, H18O9 overall, from the OMol25 dataset.

Values from the calculation:
* gap between HOMO and LUMO: 10.59 eV

The geometry in ORCA input format:
```
! wB97M-V def2-TZVPD RIJCOSX def2/J DEFGRID3
* xyz 0 1
O -1.73213 1.84694 0.86865
H -2.58455 2.34005 0.83136
H -1.16554 2.61576 0.83488
O -0.69493 2.55030 -2.80443
H -1.19434 3.05704 -2.13488
H -0.40579 1.77477 -2.31671
O 0.46394 0.21755 -1.17055
H 1.03223 -0.55560 -1.11076
H -0.37786 -0.10333 -0.84391
O -1.19089 -1.37699 0.67761
H -0.76923 -2.18863 0.37960
H -0.98939 -1.40596 1.64489
O 0.02824 -3.55165 -0.34780
H 0.86901 -3.09882 -0.22884
H 0.23333 -4.48773 -0.29113
O 1.94350 2.30083 -0.51393
H 1.44959 2.65304 0.21693
H 1.39387 1.53569 -0.81360
O -3.90261 -0.42675 0.44704
H -2.93000 -0.62583 0.41888
H -4.10176 0.48199 0.16225
O 2.10094 -2.03879 0.75930
H 2.24029 -1.14522 1.19127
H 2.88562 -2.55142 0.71229
O 2.74802 0.40606 1.21525
H 1.93336 0.68382 1.66178
H 2.71709 1.09290 0.55456
*
```

Model four:
The following is a quantum chemistry calculation of a 9-piece molecular cluster, H18O9 overall, from the OMol25 dataset.

Values from the calculation:
* gap between HOMO and LUMO: 10.88 eV

The geometry in ORCA input format:
```
! wB97M-V def2-TZVPD RIJCOSX def2/J DEFGRID3
* xyz 0 1
O 0.07672 1.59479 1.30901
H 0.66517 2.23088 0.89111
H 0.34518 1.38348 2.20394
O -0.43030 -1.08135 0.64537
H -1.10225 -1.66830 0.23877
H -0.52002 -0.14587 0.39802
O 1.64931 -0.77889 2.44067
H 2.28496 -0.91987 1.73777
H 0.83065 -1.01135 1.95665
O 3.62294 -3.42343 0.25221
H 2.83960 -3.66516 0.81194
H 3.96081 -2.53033 0.29844
O -0.62697 1.13576 -3.69215
H 0.32237 0.86261 -3.88317
H -0.51633 0.90303 -2.75966
O -2.92620 -1.94323 0.40665
H -3.64476 -1.76515 -0.22980
H -3.17855 -1.25541 1.03191
O 0.78188 3.77267 -0.24929
H 1.48373 3.68099 -0.89597
H 1.11037 4.45538 0.37644
O -2.29943 1.18229 0.95999
H -1.74052 0.85202 1.65726
H -2.27210 2.12521 1.11431
O -0.02095 -1.00800 -2.30256
H 0.15896 -1.87665 -1.93951
H -0.85428 -1.10612 -2.77833
*
```

Calculated relative energies: model one 0.000; model two 2.345; model three 0.664; model four 1.465, given in eV